Here is a molecular structure, C26H28N4OPdS from the Open Molecules 2025 dataset. Energies are from ωB97M-V/def2-TZVPD.

```
! wB97M-V def2-TZVPD RIJCOSX def2/J DEFGRID3
* xyz 2 1
Pd 0.0319 -0.0870 0.4432
C 0.4151 -3.0190 0.3992
C 1.3541 -3.1676 -0.7883
C 1.1255 -2.3124 -2.0063
C 1.2112 -2.8746 -3.2723
C 1.1341 -2.0543 -4.3885
C 0.9887 -0.6890 -4.2052
C 0.8911 -0.2144 -2.9115
N 0.9355 -1.0035 -1.8253
N 0.6042 -1.8233 1.2959
C 2.0145 -1.7394 1.8038
C 2.7721 -0.5629 1.2417
C 4.1429 -0.4751 1.3533
C 4.7825 0.6626 0.8841
C 4.0318 1.6822 0.3172
C 2.6666 1.5225 0.2276
N 2.0526 0.4245 0.6819
C -0.3385 -1.9697 2.4487
C -1.7429 -1.6630 2.0195
C -2.8453 -2.2661 2.5733
C -4.1098 -1.8383 2.1857
C -4.2201 -0.8196 1.2550
C -3.0693 -0.2713 0.7235
N -1.8513 -0.6844 1.0958
H 0.5543 -3.8896 1.0376
H -0.6205 -3.0150 0.0724
H 1.2884 -4.2114 -1.0849
H 2.3917 -3.0271 -0.4717
H 1.3520 -3.9441 -3.3791
H 1.2025 -2.4758 -5.3883
H 0.9555 -0.0024 -5.0456
H 0.7876 0.8453 -2.7332
H 2.5321 -2.6671 1.5886
H 1.9863 -1.6501 2.8840
H 4.7049 -1.2866 1.8070
H 5.8599 0.7532 0.9626
H 4.4977 2.5864 -0.0544
H 2.0279 2.2764 -0.2059
H -0.0525 -1.2429 3.1992
H -0.2485 -2.9597 2.8810
H -2.7192 -3.0582 3.3054
H -4.9970 -2.2977 2.6101
H -5.1850 -0.4501 0.9328
H -3.1100 0.5204 -0.0106
C -1.1441 4.1922 -0.8602
S -0.9214 2.5272 -1.4342
O -0.5330 1.8216 -0.1187
C -2.5746 2.0573 -1.8536
C -2.6707 0.9225 -2.6538
C -3.9218 0.4377 -2.9988
C -5.0644 1.1009 -2.5642
C -4.9584 2.2469 -1.7827
C -3.7093 2.7317 -1.4199
H -1.8120 4.1976 0.0042
H -1.5251 4.8050 -1.6807
H -0.1526 4.5364 -0.5695
H -1.7805 0.4229 -3.0017
H -4.0061 -0.4462 -3.6235
H -6.0445 0.7329 -2.8506
H -5.8529 2.7737 -1.4598
H -3.6414 3.6243 -0.8061
*
```

## Properties
LUMO energy ... -5.86 eV
Relative energy (zero: lowest compared OMol25 entry of this formula, charge and spin) ... 0.245 eV
DFT total energy ... -49726.32643 eV
Molecular weight ... 551.0 u

natural (NBO) population analysis, charges in e, atoms 1 to 6: number 1, Pd, carries 1.00; number 2, C, carries -0.22; number 3, C, carries -0.46; number 4, C, carries 0.22; number 5, C, carries -0.23; number 6, C, carries -0.13


Here is 2 unconnected molecules or ions with the total composition C9H10N2O at a distorted geometry from the Open Molecules 2025 dataset. Energies are from ωB97M-V/def2-TZVPD.

```
! wB97M-V def2-TZVPD RIJCOSX def2/J DEFGRID3
* xyz 0 1
N 0.6817 -2.5077 -2.1131
N 0.6520 -1.2421 -1.7863
C 1.3409 -0.6468 -0.8968
C 2.2840 -1.2183 0.0171
C 2.7979 -0.5722 1.0495
C 2.4118 0.7989 1.2242
C 1.4689 1.4193 0.4513
C 0.8991 0.7910 -0.7180
O 0.3818 1.3851 -1.6308
H 1.3006 -3.2511 -1.5104
H -0.2468 -2.7966 -2.4141
H 2.5994 -2.2076 -0.0567
H 3.5600 -0.9989 1.6871
H 2.8095 1.1664 2.0818
H 1.4058 2.4353 0.6048
C -2.5551 -0.3688 0.3351
C -3.2111 0.6414 0.5121
C -3.9830 1.8826 0.7442
H -2.1737 -1.2708 0.2130
H -4.2337 2.1490 1.6813
H -4.8856 1.6814 0.1942
H -3.3046 2.7305 0.3305
*
```

## Properties
LUMO energy (alpha / beta) ... -0.69 / -0.68 eV
Relative energy (zero: lowest compared OMol25 entry of this formula, charge and spin) ... 6.578 eV
DFT total energy ... -14517.34601 eV
Molecular weight ... 162.2 u

natural (NBO) population analysis, charges in e, atoms 1 to 6: number 1, N, carries -0.57; number 2, N, carries -0.10; number 3, C, carries -0.01; number 4, C, carries -0.20; number 5, C, carries -0.22; number 6, C, carries -0.15


Among the records above, which one has the highest molecular weight? C26H28N4OPdS


What is the relative energy (zero: lowest compared OMol25 entry of this formula, charge and spin) in the first record? 0.245 eV


What is the DFT total energy in the first record? -49726.32643 eV